A 2-piece molecular cluster, CH6NO2 overall in a non-equilibrium geometry. Source: the OMol25 dataset; level of theory: ωB97M-V with the def2-TZVPD basis set.

Cartesian coordinates (Å):
H  0.200  -0.445  -1.726
C  -0.254  0.010  0.551
O  0.472  -1.076  -2.466
H  -1.305  -0.193  0.938
N  0.259  0.831  1.707
H  -0.079  -1.827  -2.279
H  -0.408  1.513  2.056
H  0.360  -0.880  0.550
O  -0.244  0.688  -0.614
H  0.999  1.378  1.282

## Properties
- energy above the lowest of the compared OMol25 structures with the same formula, charge and spin (kcal/mol) = 4.56
- E_HOMO (eV) = -3.1
- 2S+1 = 1
- HOMO-LUMO gap (eV) = 7.79
- calculated total energy (Ha) = -246.9420
- charge = -1